C27H35B3F4N5O12S5 | wB97M-V/def2-TZVPD

The HOMO-LUMO gap is 6.5 eV. As for the energy above the lowest of the compared OMol25 structures with the same formula, charge and spin: 620.4 kcal per mole. The HOMO energy comes out at -6.80 eV.

```
! wB97M-V def2-TZVPD RIJCOSX def2/J DEFGRID3
* xyz -1 1
C -4.680 -4.811 -5.403
C -3.856 -4.726 -3.952
B -3.311 -3.171 -3.836
O -4.189 -2.102 -4.430
C -1.870 -2.710 -3.155
C -0.681 -2.154 -4.191
N -0.919 -2.086 -5.688
C 0.071 -1.185 -6.396
O -0.072 0.137 -6.598
F 1.342 -1.836 -6.888
C -0.703 -3.462 -6.347
O 0.132 -4.384 -5.825
F -1.498 -3.687 -7.607
C 0.752 -1.706 -3.452
C 0.960 -1.774 -1.795
B 2.460 -1.273 -1.242
O 3.324 -2.061 -0.340
O 2.939 0.039 -1.727
C 1.863 1.025 -1.550
C -0.236 -2.332 -0.767
C -1.636 -2.800 -1.501
S -2.983 -3.483 -0.332
C -2.705 -2.483 1.260
C -4.003 -2.128 2.198
B -5.566 -2.605 1.905
N -6.328 -3.621 2.788
O -6.321 -2.020 0.775
C -3.763 -1.231 3.563
C -2.209 -0.744 3.925
C -0.915 -1.115 2.945
C 0.593 -0.585 3.310
C 0.787 -0.037 4.843
C 0.298 1.506 5.098
S 0.884 2.750 3.828
C 2.713 3.125 3.982
S 3.548 3.179 5.477
N 3.522 3.362 2.722
C 3.470 2.052 1.967
C 4.927 1.606 1.300
C 3.019 4.534 1.911
C 3.475 4.521 0.327
C -1.142 -2.038 1.569
N 0.057 -2.402 0.716
C 0.254 -3.909 0.984
C 1.789 -4.301 1.405
O 2.529 -3.682 2.329
O 2.421 -5.466 0.706
H -4.925 -5.909 -5.728
H -5.668 -4.154 -5.288
H -4.012 -4.221 -6.186
H -2.963 -5.486 -3.941
H -4.655 -4.932 -3.090
H -3.954 -1.213 -4.021
H 1.666 -1.318 -4.109
H 3.491 -2.965 -0.766
H 1.424 0.883 -0.473
H 1.007 0.961 -2.360
H 2.367 2.092 -1.586
H -5.934 -4.583 2.668
H -6.290 -3.321 3.802
H -6.970 -2.672 0.379
H -4.669 -0.959 4.256
H -2.107 -0.124 4.930
H 1.372 -1.480 3.177
H 0.885 0.200 2.470
H 0.302 -0.800 5.593
H 1.960 -0.055 5.060
H -0.865 1.647 5.206
H 0.757 1.835 6.148
H 2.580 2.020 1.209
H 3.242 1.211 2.783
H 5.125 0.446 1.352
H 5.829 2.249 1.676
H 4.814 1.854 0.137
H 3.488 5.524 2.386
H 1.860 4.693 1.925
H 2.735 3.794 -0.264
H 3.361 5.571 -0.177
H 4.579 4.159 0.180
H -0.022 -4.551 0.016
H -0.474 -4.273 1.827
H 1.896 -6.276 0.996
N 1.505 9.937 0.498
S 2.263 8.752 -0.200
O 2.024 8.546 -1.624
O 2.512 7.549 0.587
F 3.740 9.373 -0.245
S -0.035 9.645 0.619
O -0.834 10.824 0.951
O -0.456 8.428 1.302
F -0.496 9.377 -0.885
*
```